No. 1
17
Properties=species:S:1:pos:R:3:forces:R:3:nbo_charge:R:1 method="wB97M-V/def2-TZVPD" max_force_ev_per_a=1.7 relative_energy_ev=4.848 total_charge=-1
O -2.8043 0.4096 -1.1317 0.043 -0.015 -0.179 -0.762
C -2.6364 0.4746 0.0975 -0.082 -0.036 -0.366 0.740
O -3.3912 0.8072 1.0166 -0.171 0.070 0.333 -0.725
C -1.2158 0.1165 0.5872 -0.443 0.122 -0.230 -0.427
C -0.1269 0.4827 -0.1901 0.728 1.343 0.851 0.080
C 1.2639 0.3304 0.2084 0.272 -0.807 0.089 -0.129
C 1.5812 -0.7953 0.9664 -0.218 0.275 -0.066 -0.727
C 2.0871 1.3529 -0.2279 -0.377 0.031 -0.249 -0.638
H -0.7874 -0.7950 -0.1202 -0.462 -0.032 0.319 0.354
H -1.1194 -0.0418 1.6567 0.448 -0.539 -0.233 0.268
H -0.3327 1.0132 -1.1123 -0.250 -0.449 -0.338 0.252
H -0.3661 -1.8974 -1.9896 -0.051 -0.236 0.139 0.011
H 0.8397 -1.5656 1.1098 0.019 -0.156 0.144 0.166
H 2.5898 -0.9637 1.3141 0.021 -0.069 -0.003 0.185
H 3.1122 1.3261 0.0811 0.412 0.312 0.101 0.183
H 1.7019 2.1945 -0.7835 0.053 0.021 -0.087 0.178
H -0.3957 -2.4490 -1.4824 0.057 0.165 -0.225 -0.009

No. 2
14
Properties=species:S:1:pos:R:3:forces:R:3:nbo_charge:R:1 method="wB97M-V/def2-TZVPD" max_force_ev_per_a=5.6 relative_energy_ev=3.591 smiles="O=C(O)NCCO" total_charge=0
O -1.9518 -0.3015 -0.6079 1.083 -1.270 -1.110 -0.506
C -0.9391 -0.9583 -0.5687 -0.279 0.799 -0.696 0.904
O -0.2463 -1.5202 -1.7652 -1.753 1.653 2.314 -0.719
N -0.1760 -1.0364 0.5750 -2.179 -1.412 -1.040 -0.735
C 0.6290 -0.0621 1.0783 5.088 2.088 0.966 -0.205
C 0.5916 1.3658 0.4618 -3.655 -2.698 -0.518 -0.054
O 1.6844 2.0792 0.7658 1.614 2.444 1.051 -0.697
H 0.0371 -0.6323 -2.0393 0.348 -0.394 -1.003 0.475
H -0.2573 -1.7327 1.2421 -0.768 -2.043 0.541 0.407
H 0.5664 0.0616 2.1646 -0.653 0.089 0.028 0.187
H 1.6432 -0.5566 0.9996 0.037 1.475 -0.083 0.168
H -0.4544 1.6684 0.8253 1.417 0.716 -0.403 0.163
H 0.5339 1.3113 -0.6231 -0.426 -0.352 -0.482 0.132
H 1.5840 3.0025 0.4366 0.125 -1.095 0.436 0.480

No. 3
9
Properties=species:S:1:pos:R:3:forces:R:3:nbo_charge:R:1 method="wB97M-V/def2-TZVPD" max_force_ev_per_a=5.4 relative_energy_ev=1.750 smiles=OCNS total_charge=0
O -1.4618 0.4150 -1.0594 3.903 -1.302 -3.439 -0.729
C -0.1620 -0.2187 -0.6906 -0.001 -0.022 -0.686 0.058
N 0.7976 0.3786 0.2377 -1.386 -0.113 -1.082 -0.770
S 0.2790 0.5236 1.8442 -0.182 0.033 0.468 0.134
H -1.8177 0.7014 -0.2950 -2.208 1.541 4.092 0.452
H -0.5021 -1.1074 -0.1056 0.752 -0.072 -1.225 0.177
H 0.4140 -0.2783 -1.7031 -1.354 -0.581 1.878 0.195
H 1.1700 1.2606 -0.0234 0.229 0.759 -0.841 0.371
H 1.5033 0.2435 2.2526 0.247 -0.243 0.835 0.112

No. 4
20
Properties=species:S:1:pos:R:3:forces:R:3:nbo_charge:R:1 method="wB97M-V/def2-TZVPD" max_force_ev_per_a=3.3 relative_energy_ev=3.927 smiles="N=C=Cc1nccs1.C=NC" total_charge=0
N 0.6894 2.9033 -0.1568 0.547 -0.263 0.232 -0.610
C 0.2743 1.9204 0.4333 -1.767 0.202 -1.165 0.462
C -0.3502 0.8028 0.7237 -0.333 -0.259 0.589 -0.466
C -1.7742 0.3904 0.5343 2.865 1.540 0.106 0.013
N -2.7773 1.1773 0.5769 0.110 2.399 -0.111 -0.445
C -3.9127 0.5401 0.3511 -1.828 -1.519 -0.542 -0.026
C -3.8155 -0.8206 0.1701 0.973 0.338 0.719 -0.472
S -2.1095 -1.2028 0.2285 -1.249 -1.772 -0.056 0.453
H 0.7023 3.7790 0.3462 -0.007 0.247 0.223 0.380
H 0.2147 0.0907 1.2665 0.720 -0.711 0.288 0.258
H -4.8454 1.0850 0.2442 0.090 -0.037 0.411 0.208
H -4.5488 -1.5770 0.3866 -0.218 -0.085 -0.694 0.241
C 2.9201 0.0216 -0.0236 0.704 -1.796 -1.475 -0.059
N 2.2081 -1.0087 -0.1157 -0.493 -1.083 -0.489 -0.385
C 2.5902 -2.0115 -1.1054 -1.048 0.522 -0.562 -0.451
H 3.8176 0.2607 -0.6126 -0.232 -0.170 -0.160 0.143
H 2.6769 0.6168 0.7608 -0.511 2.310 2.111 0.162
H 1.7681 -2.5232 -1.6817 0.284 1.535 0.205 0.211
H 3.3645 -1.5571 -1.7112 0.230 -0.546 -0.706 0.174
H 2.9075 -2.8872 -0.6152 1.164 -0.856 1.077 0.208

No. 5
15
Properties=species:S:1:pos:R:3:forces:R:3:nbo_charge:R:1 method="wB97M-V/def2-TZVPD" max_force_ev_per_a=0.7 relative_energy_ev=0.108 smiles=CCCSC total_charge=0
C -0.3682 2.1395 -1.6698 -0.294 -0.414 0.400 -0.607
C 0.1715 0.7492 -1.2943 -0.547 0.378 0.028 -0.407
C -0.7491 0.0144 -0.3098 0.078 0.390 -0.300 -0.538
S 0.0453 -1.3689 0.5312 -0.246 -0.365 -0.152 0.204
C 0.7374 -0.5926 1.9713 -0.044 0.416 0.472 -0.757
H -0.7509 2.6702 -0.7940 0.278 0.101 0.072 0.196
H 0.4063 2.7371 -2.1475 -0.181 0.068 -0.139 0.214
H -1.2413 2.0188 -2.3170 0.206 0.158 -0.207 0.203
H 1.1676 0.8202 -0.8579 0.057 -0.005 -0.076 0.200
H 0.2139 0.1971 -2.2219 0.450 -0.443 -0.157 0.204
H -1.5961 -0.4646 -0.8000 -0.062 0.225 -0.230 0.224
H -1.1628 0.7898 0.3455 0.034 -0.514 0.454 0.210
H -0.0270 -0.3147 2.6980 -0.039 -0.061 -0.046 0.211
H 1.4282 -1.2773 2.4471 0.076 -0.229 0.014 0.232
H 1.2925 0.2958 1.7093 0.232 0.294 -0.134 0.211

No. 6
18
Properties=species:S:1:pos:R:3:forces:R:3:nbo_charge:R:1 method="wB97M-V/def2-TZVPD" max_force_ev_per_a=2.4 relative_energy_ev=1.619 smiles="CN(C)C1=NCC=C1" total_charge=0
C 1.9383 1.0916 0.1595 0.340 -0.021 -0.619 -0.392
N 1.1147 -0.0210 -0.1864 -1.385 -0.139 -0.851 -0.422
C 1.8091 -1.2561 -0.1013 -0.226 -0.560 1.245 -0.408
C -0.2734 -0.0476 -0.1123 -1.162 0.073 0.829 0.420
N -0.9966 -1.1432 0.0370 1.491 0.827 -0.530 -0.530
C -2.4328 -0.8433 0.0555 1.573 1.781 -0.038 -0.281
C -2.3869 0.7360 -0.0375 -1.779 -1.001 -0.035 -0.141
C -1.1593 1.2383 -0.1015 0.642 -2.091 -1.096 -0.318
H 2.1570 1.1736 1.2284 -0.177 0.155 0.067 0.183
H 2.8825 0.9140 -0.3695 -0.010 0.295 0.250 0.200
H 1.5142 1.9749 -0.2719 -0.173 0.813 0.221 0.205
H 1.2195 -2.0195 -0.5154 -0.800 -1.051 -0.661 0.232
H 1.8757 -1.4871 0.9568 0.487 -0.483 0.421 0.179
H 2.7906 -1.2984 -0.5453 0.296 0.557 -0.256 0.195
H -2.9884 -1.4354 -0.7351 0.570 1.121 0.655 0.224
H -2.8339 -1.1518 1.0317 -0.030 0.075 -0.194 0.218
H -3.3000 1.3264 -0.0433 0.142 -0.011 -0.108 0.204
H -0.9305 2.2487 -0.4493 0.202 -0.340 0.700 0.231

No. 7
99
Properties=species:S:1:pos:R:3:forces:R:3:lowdin_charge:R:1 method="wB97M-V/def2-TZVPD" max_force_ev_per_a=1.4 energy_ha=-23306.13388 total_charge=+1
C 1.2163 -3.1856 -1.2319 0.018 0.127 0.279 -0.134
C 0.6826 -4.5435 -1.6517 0.133 0.150 -0.476 -0.714
Br 2.0819 -5.4012 -2.7722 -0.082 0.038 0.126 0.721
C -0.5868 -4.5550 -2.5304 0.346 -0.289 -0.031 -0.676
Br -2.1482 -4.6758 -1.3825 0.060 -0.316 0.234 0.885
C -0.6446 -3.4081 -3.5371 0.109 0.205 0.079 -0.361
C -1.2512 -3.7986 -4.8868 0.282 -0.450 0.284 -0.048
N -0.7691 -2.7649 -5.8760 0.105 -0.232 -0.114 0.081
C -0.9285 -1.3325 -5.4358 -0.455 0.578 0.138 -0.067
C -0.6140 -1.1048 -3.9462 0.091 -0.077 0.164 -0.174
N -1.1642 -2.1261 -3.0467 -0.187 -0.082 -1.003 -0.098
C -2.6403 -2.0556 -2.9844 -0.477 -0.043 0.692 -0.199
C -3.2178 -1.5203 -1.6305 0.499 0.179 -0.322 -0.244
C -2.1792 -1.2179 -0.5428 -0.673 -0.291 -0.108 -0.228
S -1.3745 0.3766 -0.6067 0.651 0.379 1.223 0.595
O -0.1592 0.3509 -1.3830 -0.457 -0.152 -0.199 -0.342
O -1.2943 0.8517 0.7500 0.023 -0.183 -0.808 -0.273
O -2.4055 1.3617 -1.3116 -0.096 -0.306 0.234 -0.194
H 1.9360 -3.2992 -0.4194 -0.045 -0.030 -0.092 0.096
H 0.4249 -2.5112 -0.8954 0.071 -0.186 -0.010 0.060
H 1.7418 -2.6933 -2.0510 -0.085 0.035 -0.004 0.047
H 0.5563 -5.2211 -0.8110 -0.051 0.030 -0.097 0.078
H -0.5513 -5.4880 -3.0947 -0.292 0.014 0.214 0.062
H 0.4134 -3.2217 -3.7827 -0.013 -0.065 0.233 0.126
H -2.3380 -3.8670 -4.8970 0.046 0.259 -0.076 0.140
H -0.8437 -4.7616 -5.2084 -0.082 0.151 -0.100 0.146
H 0.2219 -2.9605 -6.0400 -0.004 0.093 0.068 0.187
H -1.2265 -2.9083 -6.7780 -0.021 0.100 0.037 0.187
H -1.9599 -1.0412 -5.6509 0.066 -0.253 -0.017 0.131
H -0.2894 -0.7100 -6.0648 0.019 -0.146 0.031 0.142
H 0.4663 -1.0254 -3.7841 -0.237 -0.102 -0.044 0.057
H -1.0340 -0.1363 -3.6780 0.119 0.074 -0.110 0.095
H -3.0608 -3.0587 -3.0953 0.118 0.278 -0.176 0.057
H -3.0755 -1.4521 -3.7890 0.248 0.032 -0.102 0.120
H -3.8192 -0.6257 -1.8066 0.104 -0.283 -0.007 0.012
H -3.9023 -2.2740 -1.2286 0.211 0.218 -0.080 0.023
H -1.4335 -2.0136 -0.5236 0.169 0.431 0.068 0.058
H -2.6646 -1.1886 0.4370 0.004 0.024 -0.154 0.066
H -2.5750 1.1359 -2.2394 0.090 0.170 -0.106 0.006
C -5.9273 2.3277 -2.2503 -0.086 0.012 0.012 -1.474
Cl -5.7985 0.7454 -1.4744 -0.318 0.548 -0.433 0.542
Cl -4.7405 2.4547 -3.5638 -0.149 -0.022 0.038 0.530
Cl -7.5499 2.6052 -2.8459 0.098 -0.014 -0.116 0.538
H -5.6896 3.0828 -1.5116 0.045 0.000 -0.015 0.030
C 1.9909 1.4993 1.8358 -0.014 -0.015 0.109 -1.518
Cl 2.2449 0.2225 3.0209 -0.003 -0.027 0.022 0.550
Cl 2.1225 3.0894 2.5929 0.037 0.004 -0.070 0.571
Cl 3.1270 1.3466 0.4906 -0.079 0.001 -0.036 0.536
H 0.9900 1.3923 1.4410 -0.086 0.021 -0.055 -0.022
C 4.0255 0.6420 -3.5623 0.029 0.077 0.113 -1.532
Cl 2.4464 0.2335 -2.8777 0.086 -0.101 0.069 0.547
Cl 4.7930 1.8812 -2.5727 0.064 -0.027 -0.097 0.540
Cl 5.0422 -0.7880 -3.7076 -0.022 -0.018 -0.002 0.552
H 3.8692 1.0456 -4.5545 0.001 0.034 0.016 0.006
C -5.4542 -2.5587 1.5062 0.065 0.016 0.088 -1.482
Cl -5.5741 -0.9977 0.6877 -0.050 -0.385 0.572 0.540
Cl -5.2821 -3.8691 0.3307 -0.104 -0.096 0.014 0.546
Cl -4.1127 -2.5648 2.6439 0.006 0.009 0.000 0.573
H -6.3731 -2.7205 2.0543 -0.001 -0.024 -0.002 0.020
C -10.1373 1.1019 -5.6825 -0.075 -0.049 0.022 -1.540
Cl -10.2380 2.6871 -4.9055 0.007 0.015 -0.048 0.521
Cl -8.4777 0.4983 -5.7062 0.005 0.031 -0.004 0.506
Cl -11.2130 -0.0472 -4.8975 0.019 0.011 0.002 0.544
H -10.4578 1.2221 -6.7088 -0.008 0.012 0.005 0.013
C 6.5517 2.3461 1.3251 0.073 0.054 -0.029 -1.564
Cl 6.5859 1.0941 2.5694 -0.083 -0.013 0.021 0.539
Cl 6.7395 3.9446 2.0379 -0.010 -0.020 -0.006 0.545
Cl 7.7868 2.0493 0.0981 -0.045 -0.009 0.016 0.526
H 5.5825 2.3026 0.8461 0.024 -0.003 0.021 -0.065
C -10.7593 3.6180 -0.9748 -0.007 -0.016 -0.030 -1.573
Cl -11.3466 5.2746 -1.0841 0.015 -0.011 -0.011 0.539
Cl -9.3308 3.5218 0.0588 -0.021 0.025 0.115 0.503
Cl -12.0218 2.5312 -0.4030 0.009 -0.002 -0.008 0.536
H -10.4713 3.2980 -1.9683 0.003 -0.013 0.004 -0.046
C 9.1832 -0.8188 4.3997 0.105 -0.065 0.049 -1.563
Cl 8.8399 0.4134 5.6183 -0.075 0.044 -0.041 0.533
Cl 10.8924 -0.8195 3.9745 -0.018 0.012 -0.009 0.539
Cl 8.6721 -2.4105 4.9599 -0.023 0.015 -0.013 0.532
H 8.6155 -0.5728 3.5123 0.008 0.020 0.001 -0.043
C -0.5842 2.7734 5.2121 -0.052 -0.010 -0.001 -1.572
Cl -2.0841 2.4187 4.3469 0.021 -0.006 -0.011 0.518
Cl -0.6031 4.4111 5.8612 0.005 -0.010 -0.010 0.533
Cl -0.2966 1.5884 6.4839 0.006 -0.005 -0.002 0.527
H 0.2262 2.7063 4.5001 0.034 -0.007 0.008 -0.062
C 9.7062 1.0852 9.2519 0.058 -0.079 0.115 -1.552
Cl 8.8050 2.4851 9.8457 -0.063 0.049 -0.082 0.550
Cl 11.3789 1.1458 9.8021 -0.008 0.016 -0.003 0.539
Cl 8.9324 -0.4139 9.7576 -0.010 0.014 -0.035 0.530
H 9.7038 1.1202 8.1712 0.011 0.001 -0.005 -0.047
C 9.4275 2.6720 13.4973 0.017 -0.016 0.018 -1.575
Cl 8.5377 4.0470 14.1538 0.001 -0.006 -0.007 0.524
Cl 11.1143 2.7076 14.0095 -0.008 0.000 -0.005 0.523
Cl 8.6617 1.1494 13.9501 -0.001 -0.002 -0.009 0.519
H 9.4033 2.7433 12.4189 0.024 0.004 0.008 -0.067
C -0.0823 3.4139 -3.3890 0.038 0.090 0.079 -1.519
Cl 1.2614 3.0645 -4.4728 0.009 0.071 -0.131 0.535
Cl -0.1746 5.1255 -3.0221 0.017 -0.037 0.014 0.583
Cl -1.6136 2.8645 -4.1116 0.208 -0.098 -0.049 0.516
H 0.0736 2.8658 -2.4665 -0.050 -0.080 -0.036 0.001

No. 8
16
Properties=species:S:1:pos:R:3:forces:R:3:nbo_charge:R:1 method="wB97M-V/def2-TZVPD" max_force_ev_per_a=3.2 relative_energy_ev=1.882 smiles="O=CCCC(=O)O.O" total_charge=0
O 0.8283 1.0465 -2.3025 0.563 -0.206 -0.374 -0.529
C 0.7789 -0.0214 -1.7532 -1.183 0.282 1.082 0.467
C -0.3053 -0.2948 -0.7104 0.113 -0.200 -0.845 -0.540
C 0.0071 -1.5187 0.1419 1.099 0.319 1.129 -0.525
C 0.3045 -0.9649 1.5427 -2.080 -1.593 1.903 0.796
O 1.2011 -1.2194 2.2980 0.832 0.185 -0.952 -0.569
O -0.7955 -0.3137 2.0561 0.161 0.349 -1.049 -0.710
H 1.4537 -0.8810 -1.9086 0.348 0.250 -0.496 0.115
H -0.4478 0.6102 -0.0925 0.060 -0.619 -0.424 0.256
H -1.2308 -0.4080 -1.2904 0.077 0.016 0.193 0.263
H 0.9317 -2.0515 -0.0919 0.182 0.359 -0.544 0.231
H -0.7145 -2.3478 0.1387 -0.304 0.744 0.395 0.256
H -0.5673 0.0252 2.9302 0.169 -0.161 0.127 0.496
O -1.5156 2.4932 -1.1520 -0.276 0.051 -0.357 -0.963
H -1.4284 2.6440 -0.2065 0.345 -0.044 -0.174 0.466
H -0.6813 2.1672 -1.5326 -0.107 0.268 0.386 0.489